15
Properties=species:S:1:pos:R:3 method="wB97M-V/def2-TZVPD" charge=0 total_energy_ha=-362.1472 e_lumo_ha=-0.05413 largest_force_ev_per_a=7.00 e_above_lowest_kcal_mol=418.1 gap_ev=6.110 e_homo_ev=-7.58
C 1.5268 -0.0010 0.4350
C 0.2408 1.2048 1.2793
C -1.7299 0.3433 -0.3702
C -0.4974 -0.9194 -1.1581
C -0.6521 -0.3787 0.0824
C 0.4322 0.7023 0.0368
H 1.2689 -2.0406 -0.4175
H 2.5334 0.4197 0.3238
H 0.2539 0.8554 2.3001
H -1.9944 0.9752 -1.2164
H -0.9481 -1.8663 -1.4640
H -0.7983 -1.0398 0.9177
H 0.5150 1.4141 -0.7745
N 1.1930 -1.0919 -0.8254
O -1.3438 1.4230 0.8510

---

15
Properties=species:S:1:pos:R:3 method="wB97M-V/def2-TZVPD" charge=0 total_energy_ha=-362.7672 e_lumo_ha=-0.04564 largest_force_ev_per_a=4.20 e_above_lowest_kcal_mol=29.0 smiles="CCC1=CC(=O)N=C1" gap_ev=8.595 e_homo_ev=-9.84
C 1.8273 -0.8305 -0.0005
C 1.2505 0.5192 -0.0647
C -0.2261 0.4309 -0.0656
C -0.9893 -0.7399 -0.0411
C -2.3493 -0.3959 -0.0411
O -3.3673 -1.0268 -0.0041
N -2.3923 1.1084 -0.0191
C -1.1813 1.4932 0.0397
H 1.6282 -1.3885 -0.9220
H 1.3134 -1.3257 0.8444
H 2.9183 -0.8017 0.2531
H 1.5131 1.0344 0.8969
H 1.6720 1.1520 -0.8796
H -0.6492 -1.7895 0.0154
H -0.9681 2.5602 -0.0118

---

15
Properties=species:S:1:pos:R:3 method="wB97M-V/def2-TZVPD" charge=0 total_energy_ha=-362.7595 e_lumo_ha=0.01881 largest_force_ev_per_a=4.42 e_above_lowest_kcal_mol=33.9 smiles="CC1=CC(=O)N2C[C@H]12" gap_ev=10.082 e_homo_ev=-9.57
C 0.5982 1.7189 -0.9978
C -0.0605 0.5930 -0.4268
C -1.2872 0.4516 0.1559
C -1.4699 -0.9171 0.7421
O -2.4341 -1.3362 1.3873
N -0.4041 -1.7252 0.2919
C 0.8399 -1.2848 0.9248
C 0.5249 -0.8198 -0.4169
H 0.0888 2.6831 -0.7812
H 0.6301 1.5547 -2.0979
H 1.6957 1.8119 -0.6288
H -2.0290 1.1587 0.2882
H 1.4704 -2.0620 1.1110
H 0.8014 -0.5290 1.7177
H 1.0353 -1.2978 -1.2696

---

15
Properties=species:S:1:pos:R:3 method="wB97M-V/def2-TZVPD" charge=0 total_energy_ha=-362.6978 e_lumo_ha=0.00040 largest_force_ev_per_a=5.73 e_above_lowest_kcal_mol=72.6 gap_ev=9.976 e_homo_ev=-9.97
N -3.2007 -1.3925 -0.1084
C -2.5983 -0.3984 -0.2605
C -2.0703 0.9280 -0.1597
C -0.6602 0.9900 -0.2820
C 0.0793 -0.3076 -0.2748
C 1.1674 -0.2445 0.8524
C 2.1364 -0.4661 -0.2164
O 1.1599 -0.4144 -1.2658
H -2.6195 1.8109 -0.2775
H -0.2372 1.9756 -0.2610
H -0.8060 -1.0742 -0.3331
H 1.2340 0.7388 1.3307
H 1.0123 -0.9931 1.7151
H 2.9130 0.3909 -0.4182
H 2.4898 -1.5434 -0.0408

---

15
Properties=species:S:1:pos:R:3 method="wB97M-V/def2-TZVPD" charge=0 total_energy_ha=-362.6395 e_lumo_ha=-0.01820 largest_force_ev_per_a=10.28 e_above_lowest_kcal_mol=109.2 smiles="N#CC1=CCC[C@@H]1O" gap_ev=8.453 e_homo_ev=-8.95
N 3.5896 -0.1333 0.2266
C 2.3984 -0.0896 -0.2283
C 0.9555 -0.0543 -0.4352
C 0.1979 -1.4086 -0.2820
C -1.2547 -1.2114 -0.1506
C -1.2995 0.4489 0.2288
C 0.0239 0.9985 0.1021
O 0.0578 2.3300 -0.3978
H 0.8803 -2.5275 -0.1897
H -1.8621 -1.7937 0.4636
H -1.5074 -1.5218 -1.2618
H -1.5163 0.2769 1.3350
H -2.1311 1.0352 -0.0222
H 0.3980 1.1048 1.1262
H 1.0699 2.5458 -0.5148

---

15
Properties=species:S:1:pos:R:3 method="wB97M-V/def2-TZVPD" charge=0 total_energy_ha=-362.7473 e_lumo_ha=0.01633 largest_force_ev_per_a=6.16 e_above_lowest_kcal_mol=41.5 smiles="CC(=O)c1ccc[nH]1" gap_ev=8.947 e_homo_ev=-8.50
C -2.2749 0.9623 0.2102
C -1.3878 -0.1363 -0.0234
O -1.8368 -1.2858 -0.2831
C -0.0190 0.0369 -0.1104
C 0.8648 1.1839 -0.1998
C 2.1916 0.7833 -0.1034
C 2.1764 -0.5888 0.1817
N 0.8440 -1.0634 0.1564
H -2.1089 1.7600 -0.4865
H -1.8725 1.5727 1.1265
H -3.3353 0.8394 0.6172
H 0.4369 2.0898 -0.2920
H 2.8288 1.5524 -0.1340
H 3.0824 -1.3760 0.3705
H 0.4491 -2.1564 0.2385

---

15
Properties=species:S:1:pos:R:3 method="wB97M-V/def2-TZVPD" charge=0 total_energy_ha=-362.6036 e_lumo_ha="-0.04708 / -0.03391" largest_force_ev_per_a=4.87 e_above_lowest_kcal_mol=131.7 gap_ev="6.703 / 7.596" e_homo_ev="-7.98 / -8.52"
C 1.5330 -0.0880 -0.0173
C -1.1472 -1.0262 1.4113
C -0.3378 0.7028 -1.8091
C 0.1127 0.2734 -0.4221
C -1.0200 -0.4400 0.0613
C 0.3134 2.0371 -0.7281
O -0.5867 0.2437 -2.8658
N 0.7008 3.1127 -0.6008
H -1.7568 -0.7325 -0.6767
H 1.8227 0.5028 0.8529
H 1.6136 -1.1387 0.2518
H 2.2536 0.1489 -0.7999
H -0.5059 -1.9073 1.5080
H -2.1658 -1.3459 1.6297
H -0.8295 -0.3429 2.2049

---

15
Properties=species:S:1:pos:R:3 method="wB97M-V/def2-TZVPD" charge=0 total_energy_ha=-362.7017 e_lumo_ha=0.03718 largest_force_ev_per_a=9.02 e_above_lowest_kcal_mol=70.2 smiles=c1cc2c([nH]1)OCC2 gap_ev=8.971 e_homo_ev=-7.96
C -0.8934 0.2880 2.1376
C 0.3789 -0.1473 1.8795
C 0.2705 -0.2953 0.3415
C -0.8034 0.1820 -0.1613
N -1.5330 0.6967 0.8811
O -0.9928 0.3706 -1.4507
C 0.3372 -0.2568 -1.9582
C 1.3904 -0.3702 -0.7624
H -1.5761 0.8441 2.7765
H 1.1412 -0.4482 2.5675
H -2.5769 0.8768 0.7586
H 0.7396 0.2703 -2.8442
H 0.0735 -1.2892 -2.3115
H 2.1185 0.5598 -0.5841
H 1.9259 -1.2813 -1.2698

---

16
Properties=species:S:1:pos:R:3 method="wB97M-V/def2-TZVPD" charge=0 total_energy_ha=-437.9057 e_lumo_ha=0.01510 largest_force_ev_per_a=6.92 e_above_lowest_kcal_mol=101.7 gap_ev=10.257 e_homo_ev=-9.85
C 1.3170 -1.6706 0.0386
C -0.5097 0.1187 0.7163
C -1.6104 -0.2880 -0.1791
C -2.5336 -0.7656 -0.7849
C 0.0053 1.5710 0.4743
C 1.2005 0.8371 -0.2104
H 1.3650 -2.3537 0.9358
H 0.6630 -2.2167 -0.6698
H 2.4075 -1.6394 -0.3880
H -0.5377 -0.2093 1.7303
H -3.4443 -1.1674 -1.2656
H 0.3608 1.8942 1.5350
H -0.7103 2.4944 -1.2314
N 0.8597 -0.3483 0.3008
O -0.8816 2.5457 0.0264
O 2.0489 1.1979 -1.0284

---

16
Properties=species:S:1:pos:R:3 method="wB97M-V/def2-TZVPD" charge=0 total_energy_ha=-437.7524 e_lumo_ha="-0.00063 / -0.02793" largest_force_ev_per_a=4.18 e_above_lowest_kcal_mol=76.4 multiplicity=3 gap_ev="8.406 / 6.826" e_homo_ev="-8.42 / -7.59"
C 0.9135 1.1483 0.1642
C 1.2290 2.1724 1.0349
C -0.7250 -2.8503 -0.2883
C -0.1918 -1.6974 0.1568
C 1.0259 -1.1418 -0.3265
C -0.0080 1.3626 -0.8283
N 2.6349 -1.4344 -2.1160
O 1.6307 -0.0610 0.2286
O 1.6283 -1.6745 -1.3586
H 2.2497 1.9657 1.5636
H 0.9474 3.1995 0.8966
H -1.5994 -3.4901 0.0832
H -0.2595 -3.1352 -1.2074
H -0.6841 -1.0491 1.0169
H -0.3474 2.3720 -0.8585
H -0.3496 0.5633 -1.5410

---

19
Properties=species:S:1:pos:R:3 method="wB97M-V/def2-TZVPD" charge=0 total_energy_ha=-1632.4572 e_lumo_ha="-0.04307 / -0.04305" largest_force_ev_per_a=2.86 e_above_lowest_kcal_mol=117.7 gap_ev="6.888 / 6.887" e_homo_ev="-8.06 / -8.06"
C -0.3242 0.3284 0.1003
C -0.6086 1.6972 -0.2349
C -1.4373 -0.4986 0.2239
C -1.7688 -1.8889 0.4672
C 1.4113 -1.4826 0.0473
C 2.1693 2.5604 -0.2072
N -3.0167 -1.9957 0.1898
O -3.8011 -2.9477 0.0280
O 0.9954 -0.1040 0.2308
S -2.2211 2.1082 -0.4821
S -3.0584 0.0623 -0.0295
S 0.4406 3.0166 -0.4363
H -1.0943 -2.7328 0.5244
H 0.8744 -2.0227 -0.7739
H 1.2818 -2.2233 0.8628
H 2.5124 -1.4891 -0.2404
H 2.6552 3.5267 -0.2588
H 2.6122 1.8011 -0.8488
H 2.3779 2.2845 0.8377

---

17
Properties=species:S:1:pos:R:3 method="wB97M-V/def2-TZVPD" charge=0 total_energy_ha=-513.1724 e_lumo_ha=0.01804 largest_force_ev_per_a=5.24 e_above_lowest_kcal_mol=88.3 gap_ev=10.378 e_homo_ev=-9.89
O 0.1970 3.0833 0.6196
C 0.3103 1.8943 0.5051
C 1.0700 0.8044 1.2486
C 0.8451 -0.1377 0.0327
C 0.3414 -1.5142 0.3697
N 0.0075 -2.4024 -0.5639
C -0.1669 0.8851 -0.5212
C -1.5297 0.6994 -1.0276
O -0.4637 1.1368 -1.8604
H 2.1088 1.0426 1.5058
H 0.5246 0.4731 2.1445
H 1.7208 -0.2044 -0.6250
H -1.8827 -0.3192 -1.2105
H -2.2904 1.4516 -0.8044
O -0.5026 -1.6818 1.3147
H 0.6118 -2.4127 -1.3775
H -0.9012 -2.7983 0.2499

---

19
Properties=species:S:1:pos:R:3 method="wB97M-V/def2-TZVPD" charge=-2 total_energy_ha=-663.6944 e_lumo_ha=0.22099 largest_force_ev_per_a=3.15 e_above_lowest_kcal_mol=0.0 smiles="CC(C)N1OC1(C(=O)[O-])C(=O)[O-]" gap_ev=6.350 e_homo_ev=-0.34
C 0.6498 1.0850 1.3758
C -0.1700 -0.1263 0.9545
C -0.1108 -1.1953 2.0855
N 0.3991 -0.7866 -0.3233
O 1.3638 -0.0447 -1.0882
C 0.0744 -0.1794 -1.5445
C -0.0801 -0.9528 -2.8390
O -0.7136 -2.0413 -2.7880
O 0.5408 -0.4358 -3.7861
C -0.7635 1.1791 -1.4889
O -0.1151 2.1896 -1.2147
O -2.0034 1.0577 -1.6529
H 1.6940 0.9430 1.4904
H 0.5917 1.9087 0.5985
H 0.1311 1.2470 2.2857
H -1.2802 0.0415 0.7092
H 0.9742 -1.4306 2.2565
H -0.9045 -1.9492 1.9446
H -0.2777 -0.5094 3.0248

---

20
Properties=species:S:1:pos:R:3 method="wB97M-V/def2-TZVPD" charge=0 total_energy_ha=-1061.9126 e_lumo_ha=-0.00819 largest_force_ev_per_a=4.04 e_above_lowest_kcal_mol=17.2 gap_ev=10.307 e_homo_ev=-10.53
C -0.8238 2.3704 0.2287
C 0.4970 2.1803 0.3812
C -1.5955 1.0966 -0.1027
C 0.6775 0.6364 0.0689
C -1.3802 -2.0469 0.3851
C -0.7882 -1.2339 -0.6446
N -0.6337 0.1143 -0.2200
O 2.8275 -1.5902 -0.3988
O -2.7754 0.9255 -0.1487
O 1.4065 -0.0194 1.0835
O 3.6838 0.5993 0.4576
O 1.6156 0.4053 -1.0189
S 2.6263 -0.2291 0.0493
H -1.2330 3.3814 0.0910
H 1.3661 2.8045 0.3116
H -2.2999 -1.6044 0.7643
H -1.4104 -3.0343 0.1231
H -0.7706 -2.1368 1.1906
H -1.2273 -1.1760 -1.6310
H 0.2376 -1.4430 -0.9701

---

20
Properties=species:S:1:pos:R:3 method="wB97M-V/def2-TZVPD" charge=+2 total_energy_ha=-1607.1052 e_lumo_ha="-0.34067 / -0.41198" largest_force_ev_per_a=8.62 multiplicity=4 gap_ev="9.700 / 7.825" e_homo_ev="-18.97 / -19.04"
V -0.5179 0.4752 -0.3038
O -0.4639 -2.5475 -1.2546
C -0.6206 -1.4199 -1.0598
C 0.2813 1.8793 0.7495
O 0.9220 2.5934 1.4107
C -1.8490 -0.0531 1.0223
O -2.4573 -0.5390 1.8882
C 1.2451 0.3685 -1.4137
O 2.3275 0.1336 -1.7399
H -1.5797 0.9651 -1.4935
H -1.3619 1.6730 -1.0980
C 2.3554 -2.1978 2.2465
C 1.3155 -1.0778 2.1548
N 0.8728 -0.4338 3.2598
O 0.8864 -0.8234 1.0006
H 2.7500 -2.4607 3.2340
H 3.2285 -1.9463 1.6288
H 1.9481 -3.1294 1.8269
H 0.2464 0.3749 3.2374
H 1.2726 -0.6520 4.1649

---

16
Properties=species:S:1:pos:R:3 method="wB97M-V/def2-TZVPD" charge=0 total_energy_ha=-1083.8748 e_lumo_ha=0.03133 largest_force_ev_per_a=5.09 e_above_lowest_kcal_mol=47.2 smiles=CN1Cc2cscc2S1 gap_ev=8.322 e_homo_ev=-7.47
C 2.5694 -0.6114 0.0982
N 1.1681 -0.5834 0.5850
C 0.5287 0.8814 0.1535
C -0.9107 0.5873 0.0379
C -2.0221 1.3678 -0.0324
S -3.4459 0.3631 -0.2654
C -2.4644 -1.0432 -0.2905
C -1.1290 -0.7911 -0.0885
S 0.2074 -1.7696 -0.2120
H 2.5616 -0.3586 -0.8756
H 3.1380 0.3009 0.6619
H 3.1281 -1.5028 0.1663
H 1.0646 1.0369 -0.7857
H 0.7493 1.6873 0.9120
H -2.1490 2.4571 0.0623
H -2.9941 -2.0217 -0.1269

---

17
Properties=species:S:1:pos:R:3 method="wB97M-V/def2-TZVPD" charge=-1 total_energy_ha=-856.6482 e_lumo_ha=0.12835 largest_force_ev_per_a=5.47 e_above_lowest_kcal_mol=78.8 gap_ev=6.820 e_homo_ev=-3.33
C -2.8265 0.0913 -0.3821
C -0.8789 1.1904 0.2238
C -2.4742 -1.1119 0.1243
C -0.2693 -0.1752 0.2600
C 0.6953 -0.0298 -1.0497
C 0.8665 -0.3745 1.3320
O -0.5255 2.3210 0.4889
O -3.1331 -2.1107 0.3465
O -1.0622 -1.3060 0.3550
S -4.2930 0.8903 -0.0122
H -0.0040 0.2395 -1.8073
H 1.0622 -1.0344 -1.1920
H 1.3883 0.6962 -0.8859
H 1.5479 0.4255 1.5022
H 1.5685 -1.1570 1.1941
H 0.3029 -0.4899 2.2230
H -4.8420 0.8180 -1.2871

---

17
Properties=species:S:1:pos:R:3 method="wB97M-V/def2-TZVPD" charge=-1 total_energy_ha=-856.6358 e_lumo_ha="0.13137 / 0.12132" largest_force_ev_per_a=3.42 e_above_lowest_kcal_mol=0.0 multiplicity=3 gap_ev="4.444 / 7.857" e_homo_ev="-0.87 / -4.56"
C -2.2869 -1.0920 -0.0511
C -1.0368 -1.4958 0.0247
C -2.7753 0.2248 -0.3045
C -0.0360 0.9562 0.3562
C 2.3567 -0.1405 -0.1933
C 1.2802 0.9706 -0.4413
O -0.0845 -2.1511 0.3053
O -3.9333 0.5376 -0.4392
O 0.1855 0.7964 1.7604
S -1.4618 1.6444 -0.2079
H -3.1336 -1.7157 -0.3410
H 3.0207 -0.1361 -1.0967
H 1.8505 -1.1468 -0.2086
H 2.8905 0.0430 0.7328
H 0.9601 0.9114 -1.4161
H 1.9285 1.9236 -0.2522
H 0.2755 -0.1299 1.7723

---

17
Properties=species:S:1:pos:R:3 method="wB97M-V/def2-TZVPD" charge=-1 total_energy_ha=-533.6953 e_lumo_ha=0.13951 largest_force_ev_per_a=4.08 e_above_lowest_kcal_mol=76.3 smiles=C#C[C@@H](O)[C@@]1(O)O[C@]1(C)[O-] gap_ev=7.493 e_homo_ev=-3.70
C -2.0726 -1.6928 -1.2952
C -1.7779 -0.5774 -1.0074
C -1.3662 0.7484 -0.6030
O -1.7733 1.0248 0.7235
C 0.2503 0.9863 -0.6517
O 0.3971 1.9533 -1.7125
O 0.6063 1.4286 0.5633
C 1.6030 0.3537 -0.0579
C 1.2022 -0.8815 0.7521
O 2.7078 0.6923 -0.4909
H -2.4899 -2.6765 -1.7043
H -1.7294 1.6086 -1.2143
H -0.9244 1.2764 1.1200
H 1.3202 1.8085 -2.0302
H 0.0933 -1.0473 0.7867
H 1.2583 -0.6135 1.7870
H 1.6061 -1.7546 0.3883

---

17
Properties=species:S:1:pos:R:3 method="wB97M-V/def2-TZVPD" charge=0 total_energy_ha=-533.6095 e_lumo_ha="0.01656 / -0.09042" largest_force_ev_per_a=3.82 e_above_lowest_kcal_mol=8.7 multiplicity=2 gap_ev="8.532 / 5.572" e_homo_ev="-8.08 / -8.03"
H -0.0867 -2.2459 0.4046
O 0.2693 -1.3141 1.2401
C 0.0443 -0.1557 0.7504
C 1.1078 0.5763 0.0906
C 0.8970 1.7913 -0.5590
C -0.3963 2.2987 -0.4742
C -1.4227 1.6307 0.2288
C -1.2321 0.4244 0.8460
O 2.3168 -0.0033 0.1262
H 1.6752 2.3315 -1.1167
H -0.6013 3.2282 -1.0140
H -2.4253 2.0707 0.3309
H -2.0180 -0.0745 1.4120
H 2.9129 0.6555 -0.2998
O -0.5616 -3.4643 -1.0369
O 0.1032 -3.3023 0.1681
H -0.5826 -4.4473 -1.0972